{
  "formula": "C17H28NO3",
  "method": "the ωB97M-V functional and the def2-TZVPD basis",
  "elements": ["H", "H", "C", "H", "C", "C", "C", "C", "O", "H", "C", "C", "C", "H", "H", "H", "H", "H", "H", "H", "C", "H", "C", "H", "H", "H", "H", "C", "H", "C", "C", "H", "H", "H", "C", "O", "C", "C", "O", "H", "H", "H", "N", "C", "H", "H", "H", "H", "H"],
  "positions_angstrom": [[-0.6719, -2.1213, -0.3047], [-2.9014, 2.5772, -1.4163], [1.8657, -1.8158, 0.9062], [1.0697, -2.3106, 1.4382], [-2.7082, 0.4322, -1.0130], [-2.5516, -0.8220, -1.8752], [-1.6902, -2.0917, 0.0910], [3.8371, -1.8973, -0.4581], [5.0337, 0.0259, -0.9933], [-4.0291, -1.0136, 1.0860], [5.3109, 1.4000, -0.8621], [0.8776, 1.5744, 1.8125], [1.9779, -0.4331, 0.9901], [-1.8260, -2.9741, 0.7151], [-1.7045, 1.4344, 1.9117], [2.7084, -3.6098, 0.1186], [4.5330, 2.0163, -1.3267], [-3.7014, -2.2164, -0.6972], [-3.0687, 1.5390, -2.8094], [3.1510, 1.2924, 0.4455], [2.7970, -2.5368, 0.1795], [-3.3111, -0.8046, -2.6563], [3.0271, 0.2240, 0.3607], [-1.0293, -0.8044, 1.6752], [5.4359, 1.6883, 0.1862], [6.2490, 1.5606, -1.3894], [-1.5749, -0.7924, -2.3652], [-0.0492, 2.1369, 0.7105], [-0.0606, 3.2315, 0.8070], [-2.5208, 1.6722, -1.8809], [-2.6818, -2.1071, -1.0661], [1.8545, 2.0634, 1.7683], [-0.7834, 0.2503, -0.4132], [-3.3299, 0.1028, 2.2554], [3.9699, -0.5114, -0.3564], [0.9806, 0.1755, 1.7320], [-1.8558, -0.8443, 0.9580], [-3.1714, -0.8324, 1.7253], [0.3850, 1.7549, -0.5791], [4.5734, -2.4414, -1.0248], [1.3069, 2.0040, -0.7075], [-3.6937, 0.4519, -0.5417], [-1.6850, 0.3652, 0.0827], [-1.4990, 1.6159, 0.8580], [-2.4786, -2.9633, -1.7082], [-1.4718, 1.8158, -2.1259], [-2.1956, 2.3696, 0.4991], [-3.1414, -1.6266, 2.4664], [0.4421, 1.7959, 2.7913]],
  "atomic_forces_ev_per_a": [[0.1, 0.0, 0.0], [0.0, 0.1, 0.0], [-0.1, 0.3, 0.2], [-0.1, -0.1, 0.1], [-0.4, 0.1, -0.8], [-0.3, -0.2, 0.3], [-0.2, 0.1, -0.1], [0.2, 0.2, -0.1], [-0.1, -0.3, 0.0], [-0.1, 0.0, 0.0], [0.1, 0.3, 0.0], [-0.1, 0.4, -0.3], [-0.1, -0.5, -0.1], [0.1, 0.0, 0.1], [-0.1, -0.1, -0.1], [0.0, -0.1, 0.0], [0.0, 0.0, 0.0], [-0.1, 0.0, 0.0], [-0.1, -0.1, 0.0], [0.0, 0.1, 0.0], [0.1, 0.2, -0.1], [0.0, 0.1, 0.0], [0.1, 0.4, 0.1], [-0.1, 0.1, -0.2], [0.0, 0.0, 0.0], [-0.1, 0.0, 0.0], [0.1, 0.1, -0.1], [0.2, -0.1, 0.6], [-0.1, -0.1, 0.1], [0.0, 0.0, 0.2], [0.2, 0.0, -0.1], [0.0, 0.0, 0.0], [-0.1, -0.1, 0.1], [-0.1, 0.1, 0.1], [-0.1, -0.3, 0.0], [0.2, -0.1, -0.1], [0.0, -0.8, 0.5], [0.1, 0.1, -0.2], [0.0, 0.1, -0.1], [0.1, -0.1, -0.1], [0.0, -0.1, 0.0], [0.1, 0.0, 0.1], [0.4, -0.1, -0.1], [0.2, 0.7, 0.2], [-0.1, 0.0, 0.0], [0.1, 0.0, -0.1], [0.0, -0.1, 0.0], [0.0, -0.1, 0.0], [0.1, 0.1, -0.1]],
  "nbo_charge": [0.22, 0.22, -0.33, 0.22, -0.03, -0.42, -0.43, -0.27, -0.48, 0.22, -0.26, -0.09, 0.40, 0.24, 0.23, 0.23, 0.17, 0.21, 0.25, 0.21, -0.16, 0.24, -0.45, 0.25, 0.18, 0.22, 0.21, 0.06, 0.20, -0.64, -0.41, 0.19, 0.48, 0.22, 0.35, -0.54, -0.04, -0.64, -0.74, 0.24, 0.50, 0.22, -0.40, -0.24, 0.24, 0.24, 0.24, 0.25, 0.21],
  "spin_multiplicity": 1,
  "lumo_ev": -2.212,
  "e_above_lowest_kj_mol": 50.6,
  "gap_ev": 8.8,
  "e_tot_ha": -944.8206,
  "max_force_ev_per_a": 0.93,
  "charge": 1
}